ORCA calculation (ωB97M-V with the def2-TZVPD basis set) on a 6-piece molecular cluster, C23H47BClO12 overall at a distorted geometry.

The HOMO energy comes out at -4.34 eV. Its charge is -1. The energy above the lowest of the compared OMol25 structures with the same formula, charge and spin comes out at 0.0 kcal/mol. As for the total energy: -2292.60726 Eh. The spin multiplicity is 1.

Structure (XYZ):
```
84
C23H47BClO12, DFT ωB97M-V with the def2-TZVPD basis set
C 3.2899 0.0776 2.2862
C 2.0899 0.9894 2.2835
O 1.7278 1.5358 1.0632
B 0.5325 2.3384 1.4926
O -0.0918 1.4821 2.5693
C 0.7559 0.4616 2.8075
Cl 0.2375 -0.9905 1.7655
H 3.1032 -0.8996 1.8491
H 3.6849 0.0029 3.2959
H 4.0579 0.5668 1.6878
H 2.3436 1.8285 2.9568
H -0.2107 2.6789 0.5864
H 1.0210 3.3904 1.9641
H 0.7567 0.1158 3.8350
O 0.8270 -0.9757 -3.4893
C -0.0271 -0.1705 -3.2171
O -1.0765 -0.0636 -4.0684
C -2.2496 0.6891 -3.7480
C -2.1002 2.1496 -4.0999
C 0.0585 0.7675 -2.0388
H -2.5101 0.5554 -2.6983
H -3.0523 0.2416 -4.3348
H -1.2972 2.6051 -3.5260
H -3.0209 2.6868 -3.8782
H -1.8659 2.2743 -5.1603
H 0.6006 1.6638 -2.3374
H 0.6084 0.2843 -1.2333
H -0.9071 1.0516 -1.6312
O -2.9866 -2.1513 -9.1113
C -1.8528 -2.1439 -8.7077
O -1.6244 -1.9849 -7.3978
C -0.3287 -2.1628 -6.7986
C 0.4996 -0.9019 -6.8509
C -0.6786 -2.2297 -9.6583
H 0.1838 -3.0159 -7.2465
H -0.5254 -2.4203 -5.7603
H 0.7153 -0.5942 -7.8770
H 1.4428 -1.0503 -6.3272
H -0.0387 -0.0892 -6.3676
H -0.4222 -1.2244 -9.9890
H -0.9844 -2.8151 -10.5217
H 0.2028 -2.7022 -9.2332
O -2.3082 3.0591 -1.2572
C -3.1215 3.8174 -0.8217
O -4.2594 4.0425 -1.5317
C -5.3681 4.7655 -1.0041
C -5.2229 6.2587 -1.2151
C -2.8713 4.5833 0.4553
H -5.5316 4.5134 0.0445
H -6.2340 4.3975 -1.5537
H -4.3580 6.6546 -0.6832
H -6.1130 6.7824 -0.8635
H -5.0840 6.4761 -2.2742
H -2.3399 5.5032 0.2142
H -2.2334 3.9708 1.0891
H -3.7722 4.8231 1.0174
O 4.3813 -0.6211 5.2785
C 5.5222 -0.7709 5.6036
O 5.8399 -0.7502 6.9203
C 7.1269 -1.1129 7.4146
C 8.0867 0.0594 7.4108
C 6.6246 -0.8967 4.5765
H 7.5241 -1.9710 6.8702
H 6.9532 -1.4445 8.4375
H 8.2738 0.4205 6.3997
H 9.0405 -0.2271 7.8558
H 7.6684 0.8881 7.9817
H 6.9707 0.1013 4.3105
H 6.2055 -1.3661 3.6906
H 7.4715 -1.4980 4.9006
O -0.4149 -5.6908 3.9711
C -1.3740 -5.0068 3.7427
O -2.5465 -5.3295 4.3451
C -3.6904 -4.4773 4.3096
C -4.5338 -4.7100 3.0729
C -1.3445 -3.8637 2.7579
H -3.3986 -3.4322 4.4150
H -4.2625 -4.7353 5.2005
H -3.9843 -4.4678 2.1640
H -5.4341 -4.0951 3.1042
H -4.8271 -5.7584 3.0101
H -1.5618 -4.2532 1.7635
H -0.3506 -3.4304 2.7529
H -2.0373 -3.0594 2.9892
```